The following is a quantum chemistry calculation of a structure of composition C13H13BF4N3O8Pd, from the OMol25 dataset.

Properties
Total charge   +1
Energy above the lowest of the compared OMol25 structures with the same formula, charge and spin   9.3 kcal/mol
Spin multiplicity   5
E_tot   -1821.1981 Ha
LUMO energy (alpha / beta)   -0.1858 / -0.2941 Eh

Structure (XYZ):
```
43
Properties=species:S:1:pos:R:3:forces:R:3:lowdin_spin:R:1
Pd -0.25856 -0.75855 -0.57038 -0.1720 -0.3531 0.0483 1.611
F -1.81767 0.52688 -1.59567 0.1051 0.0679 -0.0124 0.054
F -1.84392 0.13382 0.64034 -0.0033 0.1057 -0.0411 0.080
F -0.46448 1.71467 -0.21847 -0.0488 0.0976 0.0064 0.017
F -2.76526 2.13451 -0.16961 0.0116 -0.0128 -0.0298 0.003
O 0.89389 -1.62439 0.90535 -0.1065 0.0699 -0.0227 0.121
O -1.81430 -2.34272 -1.29448 0.1527 -0.1103 0.0575 0.085
O 1.84366 0.32916 -1.95651 -0.1580 -0.0774 0.2324 0.075
O -3.10688 -3.10081 -2.83912 0.1133 -0.0930 -0.0229 0.018
O -1.75666 1.78029 -6.66138 0.0349 -0.0530 -0.0506 0.025
O 2.56307 0.90067 -3.95507 -0.1159 0.0100 -0.0432 0.852
O 0.56947 -2.06925 -2.52824 -0.0883 0.0709 -0.1927 0.248
O -3.43856 0.44412 -6.37669 0.0519 -0.0263 -0.0596 0.028
N -2.32359 0.84761 -6.14417 -0.1275 0.0924 0.1780 0.019
N 2.27141 -3.04824 -0.19219 -0.0073 0.0056 0.0917 0.000
N -2.19484 -2.42460 -2.47014 -0.3570 0.2017 0.1356 0.011
C 1.67218 0.38639 -3.15079 0.2611 0.0781 -0.2420 0.069
C 0.42399 -0.10295 -3.82078 -0.0036 0.0744 -0.0675 0.180
C 3.43191 -3.94276 -0.20686 -0.0169 -0.0177 0.0210 0.000
C -0.27724 0.57296 -4.77137 -0.0475 0.0448 -0.0485 -0.007
C -2.24759 -0.88381 -4.38043 -0.0544 -0.0527 0.0107 -0.011
C -1.57690 0.12823 -5.08290 0.1097 0.0270 -0.0459 0.264
C 1.83542 -2.46701 0.90919 0.0606 -0.0108 -0.1418 0.014
C 4.73815 -3.16852 -0.05994 0.0082 -0.0266 -0.0197 0.000
C -0.12682 -1.30623 -3.21624 0.3248 -0.1130 0.2551 0.080
C -1.53996 -1.53748 -3.42649 0.0141 -0.0486 -0.1303 0.159
C 4.65941 -2.11157 1.04158 0.0196 0.0462 -0.0147 0.000
C 2.45253 -2.81865 2.23215 0.0101 -0.0237 -0.0005 0.008
C 3.99089 -2.61439 2.31983 -0.0142 -0.0136 0.0403 0.001
B -1.78242 1.25430 -0.29816 0.0123 0.0559 0.1117 0.001
H 3.39962 -4.51118 -1.13376 -0.0061 0.0188 -0.0120 0.000
H 0.09813 1.46100 -5.26332 0.0154 -0.0079 0.0071 -0.003
H 1.85740 -2.76860 -1.07026 0.0099 -0.0095 -0.0249 0.000
H 3.31125 -4.66060 0.60476 0.0115 0.0050 0.0007 0.000
H 4.45795 -3.55156 2.62789 0.0018 0.0022 0.0008 0.000
H 5.52682 -3.88995 0.16467 -0.0055 0.0029 0.0072 0.000
H 5.00452 -2.69689 -1.00789 -0.0080 0.0021 0.0001 0.000
H 1.93475 -2.21672 2.97404 0.0026 0.0002 0.0058 0.000
H -3.29370 -1.08025 -4.57739 0.0029 -0.0218 0.0198 -0.003
H 4.18278 -1.90135 3.11968 0.0014 0.0049 -0.0056 0.000
H 2.18627 -3.86017 2.43247 0.0063 -0.0023 -0.0083 0.001
H 5.66769 -1.76987 1.27548 -0.0033 -0.0055 0.0111 0.000
H 4.12912 -1.22645 0.67577 0.0020 -0.0050 -0.0045 0.000
```
Forces are in eV/Å.